# 1
# BaH44O22

A molecular structure, BaH44O22 (the ωB97M-V functional and the def2-TZVPD basis, OMol25).

Summary:
E_HOMO = -15.2890 eV

```
! wB97M-V def2-TZVPD RIJCOSX def2/J DEFGRID3
* xyz 2 1
H -2.37232 0.14372 1.76709
H 1.88291 2.18341 3.25864
H -4.87502 -3.01813 0.16727
H 4.20618 -1.02133 -3.20104
H 0.11599 3.01225 -0.05415
O -3.93274 -2.96035 0.32541
O -1.93698 1.58134 -0.99076
H -3.09631 -1.69962 -0.45356
H 0.75600 1.45942 -3.51367
H -1.75315 4.82776 -0.34603
H -1.67497 -4.04571 2.21488
H -1.16761 3.50844 -2.78304
H 0.52616 -1.41954 4.88212
H -2.80403 -1.18349 -1.84642
O 0.13292 -0.92507 4.16302
H -1.28072 0.67202 2.67327
H -2.39441 0.29643 -4.16719
O -1.80216 -0.25154 -3.65220
H -1.57426 -0.97414 -4.23713
H 4.74615 -0.48186 2.79144
H -4.00647 -1.16247 1.09190
H 1.32359 -3.17665 1.07087
O -4.47245 2.07611 0.58794
H -5.09033 -0.21084 1.55184
O 0.56100 -2.97593 0.52827
O -1.43676 0.34509 1.78728
H -5.42507 2.03139 0.50586
H -0.18871 -3.24530 1.05893
H -3.73453 -3.71919 0.87414
O -0.81922 3.61909 -3.66769
H 5.31506 -1.09728 -4.22891
O 5.14609 -0.87857 -3.31248
H 3.67344 -0.54656 -1.10597
H -1.93287 2.02696 -0.14362
H 4.21096 0.01246 1.46437
H -0.53330 4.53201 -3.70058
H -0.78686 -1.19006 4.16434
H 1.22897 -0.81137 2.09112
H 3.13473 1.77544 2.51139
H 0.22051 -3.23369 -1.34938
Ba 0.08005 -0.21316 -0.74159
O 2.42009 2.41214 2.50013
H -2.66095 1.98406 -1.47026
O 4.33770 0.27731 2.37543
H -0.33558 -3.22911 -2.75744
H -2.13500 4.39590 1.05382
O 1.16568 0.68757 -3.12298
O -4.14180 -0.33902 1.56078
H 3.27972 -1.98273 -1.37850
O 0.77690 2.41899 -0.41119
O -1.48548 4.24744 0.36657
O -1.01859 -3.52762 2.68069
H -1.36398 -3.44591 3.56965
H 1.50441 2.99032 -0.65724
O -2.47169 -1.16977 -0.94888
H 3.60755 -3.28648 2.38405
H 3.21056 4.41763 -0.54641
H -4.22373 1.23036 0.96084
O -0.04644 -2.64563 -2.05589
O 2.82376 3.65207 -0.97129
H 2.21777 0.28358 1.75167
H 3.79246 -2.53348 1.08377
O 1.48486 -0.21367 1.38862
H 3.15429 3.68328 -1.86908
O 2.91087 -1.11426 -1.21744
H 1.76241 0.36487 -3.79827
O 3.26474 -3.21933 1.49286
*
```

# 2
# C2H2N3O

A gas-phase ion, C2H2N3O (charge +1) (the ωB97M-V functional and the def2-TZVPD basis, OMol25).

Summary:
E_HOMO = -17.2501 eV
SMILES = O=C1N=NC=[NH+]1

```
! wB97M-V def2-TZVPD RIJCOSX def2/J DEFGRID3
* xyz 1 1
H 1.01053 -1.43836 1.40021
H 1.20972 -0.31308 -1.27182
N 0.59329 -0.24222 -0.47125
C -0.51743 0.73520 -0.67823
O -0.91290 1.10745 -1.73048
C 0.39924 -0.65379 0.78733
N -1.16481 0.84527 0.57941
N -0.61765 -0.04046 1.38482
*
```

# 3
# C4H9NO

A single C4H9NO molecule (the ωB97M-V functional and the def2-TZVPD basis, OMol25).

Summary:
E_HOMO = -9.8504 eV
SMILES = C[C@@H](O)[C@H]1CN1

```
! wB97M-V def2-TZVPD RIJCOSX def2/J DEFGRID3
* xyz 0 1
H -1.63452 1.12693 0.77043
H 0.57104 0.50986 1.34415
H 0.13773 -1.87598 1.42254
H 0.86114 1.70386 -1.45360
O -0.89473 1.65861 0.43541
H 1.65418 2.30753 0.01748
H -0.06514 -2.73986 -0.18334
C -0.26488 -0.54057 -0.31813
C -0.22687 -1.83338 0.39747
H 2.10398 0.71126 -0.64237
H -0.15907 -0.56727 -1.40442
C 0.18576 0.75410 0.33875
N -1.48885 -1.10550 0.24523
C 1.27696 1.41184 -0.48260
H -2.05673 -1.52142 -0.48701
*
```

# 4
# CH5OPS

2 unconnected molecules or ions with the total composition CH5OPS (the ωB97M-V functional and the def2-TZVPD basis, OMol25).

Summary:
E_HOMO (alpha / beta) = -9.3547 / -8.7611 eV

```
! wB97M-V def2-TZVPD RIJCOSX def2/J DEFGRID3
* xyz 0 1
P 0.47373 -0.83574 -0.59856
C -0.59629 -0.25402 0.77952
H 0.03858 -0.42943 1.66372
H 2.53253 -1.34824 0.20804
S -0.00436 -2.74445 -0.77482
O 1.96625 -0.67546 0.14136
H -0.60290 0.78466 0.52740
H -0.55786 1.64425 -2.76902
H -1.50821 -0.77143 0.71753
*
```

Looking at energy relative to the best compared isomer or geometry (same formula, charge and spin) for the records above, in order, we have 7.5; 47.6; 43.4; 88.2 kcal/mol.
Looking at max |F| for the records above, in order, we have 0.0344; 0.1211; 0.0073; 0.1268 Eh/bohr.
Looking at calculated total energy for the records above, in order, we have -1706.85853; -316.51420; -287.76329; -855.75984 hartree.